# 1
Density functional theory data (ωB97M-V/def2-TZVPD) for one molecule with the formula C4H11NO3.

The highest occupied orbital energy comes out at -9.425 eV. For the frontier orbital gap, the calculation gives 10.242 eV. The max |F| comes out at 4.35 eV Å⁻¹. The value obtained for the total energy is -439.400265 hartree. The SMILES is C[C@H](NO)C(C)(O)O. The value obtained for the relative energy (zero: lowest compared OMol25 entry of this formula, charge and spin) is 329.9 kJ/mol.

Last column: Mulliken charge in e.
Atoms and positions in Å:
C (-1.159, -0.744, 1.215)  -1.523
C (-0.536, 0.357, 0.384)  0.308
N (-1.093, 0.330, -1.161)  -0.361
O (-2.191, 1.240, -1.259)  -0.478
C (0.913, 0.254, 0.049)  0.966
C (1.448, -1.093, -0.406)  -1.546
O (1.344, 1.317, -0.723)  -0.597
O (1.375, 0.520, 1.542)  -0.577
H (-2.217, -0.532, 1.356)  0.383
H (-0.671, -0.790, 2.185)  0.344
H (-1.054, -1.710, 0.724)  0.401
H (-0.769, 1.358, 0.748)  0.315
H (-1.541, -0.578, -1.273)  0.256
H (-1.820, 2.039, -1.654)  0.318
H (1.012, -1.367, -1.365)  0.323
H (1.216, -1.861, 0.325)  0.354
H (2.527, -1.014, -0.526)  0.406
H (1.064, 1.185, -1.637)  0.401
H (2.152, 1.089, 1.474)  0.307

Force components x, y, z for each atom (eV/Å):
C 0.1374 0.3359 -0.1308
C -1.8010 -0.5015 -3.9259
N 0.1259 0.2132 2.2067
O -0.2029 0.0042 0.0158
C 0.8789 0.2431 3.9969
C -0.0283 0.4587 0.1610
O 0.5602 0.3264 0.2201
O 0.4225 -0.3376 -2.6234
H -0.0362 -0.0421 0.0266
H -0.0042 -0.0393 0.0972
H -0.0136 -0.0888 0.0025
H 0.1508 -0.1651 -0.1121
H -0.0901 0.1741 -0.0072
H 0.0803 -0.2570 -0.0009
H -0.0779 0.0023 -0.1244
H 0.0360 -0.0415 0.0502
H 0.0105 -0.0390 0.0335
H -0.2059 -0.1916 0.1544
H 0.0576 -0.0543 -0.0403



# 2
Density functional theory data (ωB97M-V/def2-TZVPD) for a 2-piece molecular cluster, C11H20ClN2 overall.

Its total charge is +1. The highest occupied orbital energy comes out at -12.350 eV. For the frontier orbital gap, the calculation gives 7.481 eV. The max |F| comes out at 4.93 eV Å⁻¹. The value obtained for the total energy is -1000.482963 hartree. The value obtained for the relative energy (zero: lowest compared OMol25 entry of this formula, charge and spin) is 225.7 kJ/mol.

Last column: Mulliken charge in e.
Atoms and positions in Å:
C (-1.134, -1.333, -1.516)  -0.724
C (-2.487, -0.568, -1.303)  -0.970
C (-0.873, -1.892, -0.193)  -0.564
C (-2.247, 0.150, -0.023)  -0.395
C (-1.272, -0.868, 0.794)  -0.118
C (-1.496, 1.534, 0.033)  1.203
C (-1.422, 2.219, -1.322)  -1.482
C (-2.030, 2.493, 1.075)  -1.573
C (4.699, -0.214, 1.231)  -1.237
C (4.098, -2.332, 0.096)  -0.785
C (3.806, -1.058, 0.415)  0.641
N (-0.220, 1.061, 0.547)  0.487
N (-0.123, -0.064, 1.050)  -0.544
Cl (2.333, -0.303, -0.283)  -0.180
H (-1.213, -2.145, -2.203)  0.484
H (-0.332, -0.796, -1.971)  0.213
H (-2.782, 0.072, -2.093)  0.377
H (-3.243, -1.258, -1.001)  0.448
H (-1.656, -2.645, -0.118)  0.380
H (0.123, -2.315, 0.033)  0.256
H (-3.167, 0.215, 0.583)  0.503
H (-1.722, -1.305, 1.671)  0.416
H (-2.471, 2.040, -1.632)  0.334
H (-0.683, 1.683, -2.002)  0.283
H (-1.135, 3.298, -1.214)  0.453
H (-2.087, 2.114, 2.111)  0.394
H (-3.079, 2.990, 0.850)  0.339
H (-1.480, 3.414, 1.248)  0.435
H (4.578, -0.394, 2.334)  0.282
H (4.446, 0.804, 1.099)  0.362
H (5.716, -0.311, 1.049)  0.389
H (4.669, -2.996, 0.657)  0.352
H (3.219, -2.781, -0.420)  0.219
H (0.662, 1.490, 0.418)  0.323

Force components x, y, z for each atom (eV/Å):
C -1.0513 0.3312 -1.7228
C 2.1080 -0.3199 0.1453
C 0.5313 -1.9888 0.6901
C -0.1376 0.0452 2.9669
C -1.9482 2.9015 -0.1673
C -0.9846 -0.5672 -0.2825
C 0.7605 -0.4151 -0.2176
C -2.5694 1.8001 1.3120
C -1.9053 0.4835 2.1948
C -4.6614 1.4475 -0.6705
C 1.3515 -1.5519 -0.5401
N -0.0371 -2.0079 0.4150
N 0.5981 0.5103 0.4235
Cl 1.3747 -0.3506 -0.0017
H -0.4803 -0.6986 -0.6817
H 0.5693 1.1976 0.0306
H -0.4619 0.2596 -0.9189
H -0.7036 -0.7485 -0.6543
H 0.3634 -0.5807 0.4995
H -0.5534 0.0516 -0.3455
H 0.2532 0.3696 -0.4225
H 0.2761 0.1202 0.5961
H 0.7760 0.8737 -0.6333
H -1.1438 0.7217 0.6098
H -0.4853 -1.0210 -0.3226
H -0.1998 -0.5103 -0.5879
H 1.8349 -1.6270 0.0086
H 0.8425 -0.0277 -0.6166
H -0.1401 -0.0513 -0.9150
H -0.1290 1.2394 -0.1459
H 1.7896 -0.5410 -0.7581
H 1.6996 -0.5400 0.5714
H 1.1898 -0.1943 -0.0844
H 1.2735 1.3891 0.2257



# 3
Density functional theory data (ωB97M-V/def2-TZVPD) for a 6-piece molecular cluster, C18H33N3O6S3 overall.

The highest occupied orbital energy comes out at -10.204 eV. For the frontier orbital gap, the calculation gives 10.868 eV. The max |F| comes out at 3.56 eV Å⁻¹. The value obtained for the total energy is -2515.824734 hartree. The SMILES is O=S1(=O)CCCC1.O=S1(=O)CCCC1.O=S1(=O)CCCC1.CC#N.CC#N.CC#N.

Last column: Mulliken charge in e.
Atoms and positions in Å:
O (7.673, 19.713, 10.091)  -0.717
S (8.809, 19.665, 9.245)  1.190
O (9.775, 20.722, 9.472)  -0.673
C (9.745, 18.239, 9.145)  -0.477
C (10.595, 18.344, 7.888)  -0.769
C (9.584, 18.890, 6.791)  -0.606
C (8.407, 19.588, 7.477)  -0.740
H (9.146, 17.317, 9.040)  0.295
H (10.345, 18.001, 10.045)  0.329
H (11.392, 18.981, 8.067)  0.429
H (10.964, 17.326, 7.685)  0.332
H (9.151, 18.161, 6.102)  0.284
H (10.088, 19.502, 6.038)  0.316
H (7.458, 18.978, 7.319)  0.311
H (8.260, 20.586, 7.181)  0.461
O (13.449, 13.517, 15.214)  -0.755
S (12.206, 12.779, 15.081)  1.233
O (11.485, 12.763, 13.828)  -0.644
C (12.433, 11.038, 15.522)  -0.836
C (11.259, 10.773, 16.430)  -0.198
C (11.202, 12.050, 17.331)  -0.736
C (11.075, 13.249, 16.331)  -0.544
H (13.436, 10.998, 16.034)  0.354
H (12.366, 10.419, 14.615)  0.417
H (10.374, 10.567, 15.853)  -0.031
H (11.545, 9.876, 16.982)  0.396
H (12.116, 12.181, 17.848)  0.412
H (10.302, 11.921, 17.943)  0.339
H (11.316, 14.186, 16.822)  0.409
H (10.090, 13.317, 15.785)  0.198
O (8.200, 9.679, 13.795)  -0.702
S (7.444, 10.459, 14.734)  1.253
O (7.990, 10.847, 16.014)  -0.678
C (6.843, 11.907, 13.849)  -0.590
C (5.624, 11.387, 13.037)  -0.674
C (4.753, 10.664, 14.173)  -0.589
C (5.734, 9.742, 14.845)  -0.875
H (7.587, 12.309, 13.166)  0.268
H (6.527, 12.655, 14.609)  0.399
H (5.125, 12.304, 12.679)  0.370
H (5.792, 10.754, 12.100)  0.292
H (3.944, 10.123, 13.716)  0.343
H (4.293, 11.353, 14.893)  0.266
H (5.732, 8.792, 14.411)  0.400
H (5.647, 9.627, 15.922)  0.418
C (13.650, 14.165, 11.421)  -0.843
C (12.608, 14.998, 10.857)  0.496
N (11.894, 15.797, 10.448)  -0.397
H (13.258, 13.213, 11.773)  0.170
H (14.043, 14.507, 12.386)  0.258
H (14.478, 14.007, 10.729)  0.331
C (9.843, 21.093, 12.701)  -0.769
C (9.377, 19.976, 13.494)  0.480
N (9.074, 19.018, 14.055)  -0.459
H (10.819, 20.994, 12.367)  0.283
H (9.838, 22.047, 13.269)  0.326
H (9.184, 21.227, 11.825)  0.169
C (9.347, 15.436, 12.702)  0.451
C (8.377, 14.653, 11.992)  0.467
N (7.412, 14.152, 11.603)  -0.544
H (9.883, 16.015, 11.988)  -0.254
H (10.106, 14.731, 13.015)  -0.345
H (8.819, 16.036, 13.448)  0.301

Force components x, y, z for each atom (eV/Å):
O -1.2818 -0.7292 0.6200
S 0.9364 1.4767 -1.1631
O 0.0676 0.0919 -0.4681
C 1.0502 -3.1994 1.1559
C -2.4647 -1.3828 -0.7706
C 0.7005 -0.0841 -0.5688
C -0.8766 -1.4909 0.4363
H -0.4238 0.6028 0.0442
H -0.2608 0.6984 -0.3140
H 1.5343 1.3628 0.0243
H -0.0461 0.5222 -0.2085
H 0.2014 -0.7047 0.6426
H 0.1553 0.5312 0.5737
H 1.0727 0.9582 0.5268
H -0.3183 1.2876 -0.5046
O -0.3595 -0.2290 -0.2012
S 0.9804 -0.2747 -0.9971
O 0.0940 0.4710 -0.4620
C 0.8457 0.4477 -0.2634
C 1.6103 0.2115 0.9671
C -2.5169 -0.7777 -1.8316
C -1.3870 -0.7460 0.7132
H -1.0466 -0.2389 -0.5152
H 0.4638 0.4864 0.1899
H -0.4750 0.2219 0.0444
H -0.4896 0.0106 0.3483
H 0.7295 -0.0733 0.9506
H 0.4765 0.5751 0.3317
H 0.2188 0.1391 -0.3255
H 0.8562 -0.2012 0.9033
O 0.6224 -0.5780 0.1540
S -1.7128 1.1788 -1.4355
O -0.0517 -0.4081 0.0942
C -0.2195 -0.3326 -0.5744
C -0.9482 0.6716 0.7596
C 0.8006 0.7721 -1.1862
C 0.9777 0.7704 1.8501
H 0.2902 -0.0439 0.3747
H 0.1435 -0.4216 -0.5939
H -0.0415 -0.4751 0.0535
H 0.2745 0.6219 1.6757
H -0.3155 -0.4190 -0.1147
H 0.3832 0.1833 -0.3629
H 0.3521 -1.4816 -0.7613
H -0.5308 -0.0558 0.1398
C 0.3442 -0.9103 0.8755
C 0.4899 0.6165 0.3240
N -0.2934 -0.1923 -0.1636
H -0.3023 -0.3187 -0.5693
H -0.1049 0.7627 -0.3972
H -0.2049 0.0505 -0.0116
C -2.1931 1.6816 0.3245
C 0.2765 -0.6609 0.1194
N -0.0418 0.3271 -0.0625
H 1.8601 -0.6640 -0.6767
H -0.2566 -0.6345 -0.0887
H 0.3382 -0.1177 0.3932
C 0.3108 -0.5249 -0.2333
C -2.0933 -0.2152 -0.1910
N 0.8412 -0.0014 -0.1581
H 0.2545 1.0110 -0.4882
H 0.1593 -0.0311 0.9857
H 0.5445 -0.1242 0.0665



# 4
Density functional theory data (ωB97M-V/def2-TZVPD) for C3H3O3S as an isolated structure.

Its total charge is -1. The highest occupied orbital energy comes out at -3.831 eV. For the frontier orbital gap, the calculation gives 7.486 eV. The max |F| comes out at 2.89 eV Å⁻¹. The value obtained for the total energy is -740.011443 hartree. The value obtained for the relative energy (zero: lowest compared OMol25 entry of this formula, charge and spin) is 167.5 kJ/mol.

Last column: Mulliken charge in e.
Atoms and positions in Å:
C (-0.181, -0.516, 0.350)  0.188
C (-0.863, -1.727, 1.702)  0.508
C (0.594, 1.500, -1.078)  -0.527
O (-0.174, -1.567, 2.654)  -0.474
O (0.404, -1.125, -0.492)  -0.485
O (0.070, 1.045, 0.127)  -0.416
S (-2.019, -2.485, 0.786)  -0.416
H (0.334, 0.753, -1.853)  0.275
H (1.671, 1.517, -1.005)  0.203
H (0.164, 2.606, -1.191)  0.144

Force components x, y, z for each atom (eV/Å):
C 1.7936 1.6214 -1.5780
C 0.4934 1.8317 -1.2537
C -1.1770 0.6916 0.2284
O -0.8957 -0.9895 0.2010
O -0.1740 -0.4122 -0.1571
O -1.5094 -0.9899 2.2266
S -0.0717 -0.5532 1.2289
H -0.0265 0.8169 -0.2726
H 0.6426 0.3273 -0.2580
H 0.9248 -2.3440 -0.3656



# 5
Density functional theory data (ωB97M-V/def2-TZVPD) for one molecule with the formula CH4NOPS.

The highest occupied orbital energy comes out at -8.248 eV. For the frontier orbital gap, the calculation gives 8.688 eV. The max |F| comes out at 5.66 eV Å⁻¹. The value obtained for the total energy is -909.958572 hartree. The SMILES is C1OSNP1. The value obtained for the relative energy (zero: lowest compared OMol25 entry of this formula, charge and spin) is 121.7 kJ/mol.

Last column: Mulliken charge in e.
Atoms and positions in Å:
C (0.008, 1.022, 0.262)  -0.256
O (-1.317, 1.045, 0.396)  -0.294
S (-2.157, -0.217, -0.165)  0.104
N (-0.923, -1.350, 0.422)  -0.389
P (0.658, -0.808, 0.184)  0.038
H (0.533, 1.556, -0.640)  0.222
H (0.525, 1.602, 1.084)  0.260
H (-1.127, -2.298, 0.236)  0.290
H (0.740, -0.902, -1.256)  0.026

Force components x, y, z for each atom (eV/Å):
C 5.5297 0.6402 -1.0037
O -2.3011 1.1164 0.7513
S 0.5967 -1.2271 -0.4573
N -0.9068 1.2057 0.4280
P -0.0047 0.8009 -0.3764
H -1.6188 -0.8872 0.7919
H -0.9764 -0.9269 -0.2728
H -0.3573 -1.0405 -0.0931
H 0.0387 0.3187 0.2321



The records above give, respectively, LUMO level values of 0.82, -4.87, 0.66, 3.66, 0.44 eV.